# 1
Formula: C3H10NS3
Source: the OMol25 dataset
Level of theory: wB97M-V/def2-TZVPD

Properties
Total charge: +1
Energy relative to the best compared isomer or geometry (same formula, charge and spin) in eV: 1.304
E_HOMO (spin up / spin down) in eV: -12.83 / -12.83
DFT total energy in eV: -37259.72200
HOMO-LUMO gap (spin up / spin down) in eV: 7.3 / 7.3
LUMO (spin up / spin down) in eV: -5.5 / -5.5

The geometry in XYZ format:
```
17
C3H10NS3 wB97M-V/def2-TZVPD
S -1.46304 -1.35853 -0.45473
S 2.31029 0.63067 -0.24137
S -1.69900 1.01559 1.18974
N -0.98940 0.31037 -0.21218
C -0.99772 1.09984 -1.43004
C 1.41529 -0.13847 0.95863
C 1.31176 -1.56569 1.05161
H -0.90045 2.15147 -1.16876
H -0.14534 0.80031 -2.04361
H -0.63854 -1.56667 -1.49643
H 0.94688 0.47509 1.71390
H 2.03052 -2.09310 0.42876
H 0.28252 -1.85382 0.70885
H -2.97508 1.13275 0.78794
H 1.35303 -1.90237 2.08714
H 2.07226 1.89344 0.13167
H -1.91398 0.96913 -2.01109
```

---

# 2
Formula: CH2OPS
Source: the OMol25 dataset
Level of theory: wB97M-V/def2-TZVPD

Properties
Total charge: -1
Energy relative to the best compared isomer or geometry (same formula, charge and spin) in eV: 0.594
E_HOMO in eV: -2.74
DFT total energy in eV: -23241.19257
HOMO-LUMO gap in eV: 6.5
LUMO in eV: 3.7

The geometry in XYZ format:
```
6
CH2OPS wB97M-V/def2-TZVPD
S -0.53026 3.11505 -0.91659
P -0.41673 -0.27302 -0.53912
O 0.33361 1.38786 -2.83293
C -0.11132 1.79606 -1.80528
H -1.75670 -0.40356 -1.16865
H 0.23597 -1.08137 -1.44676
```

---

# 3
Formula: C3H2F2
Source: the OMol25 dataset
Level of theory: wB97M-V/def2-TZVPD

Properties
Energy relative to the best compared isomer or geometry (same formula, charge and spin) in eV: 2.882
E_HOMO (spin up / spin down) in eV: -9.76 / -8.82
DFT total energy in eV: -8573.28365
HOMO-LUMO gap (spin up / spin down) in eV: 9.9 / 8.0
LUMO (spin up / spin down) in eV: 0.1 / -0.8

The geometry in XYZ format:
```
7
C3H2F2 wB97M-V/def2-TZVPD
F 2.36422 1.12032 0.09113
F 2.20022 -1.10975 0.18391
C -0.45844 -0.13805 0.52986
C 1.71052 0.01320 -0.36762
C 0.21456 0.08026 -0.54239
H -0.19144 0.56487 -1.51476
H -0.18430 -0.55009 1.42654
```

---

# 4
Formula: C16H8F3NO4PdS
Source: the OMol25 dataset
Level of theory: wB97M-V/def2-TZVPD

Properties
Total charge: -2
Energy relative to the best compared isomer or geometry (same formula, charge and spin) in eV: 1.264
E_HOMO in eV: -1.39
DFT total energy in eV: -48872.66142
HOMO-LUMO gap in eV: 6.0
LUMO in eV: 4.6

The geometry in XYZ format:
```
34
C16H8F3NO4PdS wB97M-V/def2-TZVPD
Pd 0.29410 -0.81912 -0.83625
S -0.48316 -2.96224 -0.67935
F 2.58071 -2.39144 -0.28469
F 2.22946 -2.16571 -2.40701
F 2.99162 -0.51106 -1.24720
O -0.68354 -0.42601 1.52806
O 2.46564 2.53922 -1.68777
O -2.37720 -1.36243 2.68394
O -1.66747 0.75329 -1.07352
N 0.54023 1.28346 -1.27438
C 1.26464 2.41199 -1.55325
C 0.37366 -4.47034 3.55603
C -0.53895 -2.72116 2.12646
C -0.98204 3.05327 -1.49504
C -0.78566 1.58409 -1.24853
C 0.47122 -4.69186 1.17209
C -1.27081 -1.36883 2.10895
C 2.07882 -1.52535 -1.20311
C 0.48341 4.90393 -1.95658
C 0.73713 -5.20328 2.43166
C -0.64134 5.72622 -2.01819
C -1.91822 5.20660 -1.81749
C -0.15588 -3.45209 0.99309
C 0.28414 3.56647 -1.69135
C -2.10474 3.85054 -1.55183
C -0.26372 -3.25105 3.38751
H -2.77485 5.86899 -1.86628
H -3.09057 3.43364 -1.38862
H 0.76889 -5.24252 0.28743
H -0.59490 -2.68351 4.24968
H 1.23574 -6.16241 2.53087
H 1.48348 5.29190 -2.10709
H -0.52580 6.78487 -2.22151
H 0.57595 -4.84805 4.55327
```

---

# 5
Formula: C5H16N2O
Source: the OMol25 dataset
Level of theory: wB97M-V/def2-TZVPD

Properties
Energy relative to the best compared isomer or geometry (same formula, charge and spin) in eV: 1.052
Structure (SMILES): CC(C)CNCN.O
E_HOMO in eV: -9.57
DFT total energy in eV: -10471.46993
HOMO-LUMO gap in eV: 10.4
LUMO in eV: 0.9

The geometry in XYZ format:
```
24
C5H16N2O wB97M-V/def2-TZVPD
O 2.24049 -1.84387 1.35874
N -2.75287 -1.74984 -0.31579
N -0.30876 -1.29726 0.15474
C 0.70132 0.89593 -0.68232
C -0.43969 0.21835 0.10868
C 1.79992 1.34100 0.28331
C 0.15717 2.16488 -1.32497
C -1.59421 -1.83083 0.57079
H 1.34571 -1.86477 0.99858
H -1.38745 -2.86205 0.87660
H 2.35265 0.62683 0.89231
H 0.55242 2.54109 -2.27441
H 2.59266 1.87145 -0.27408
H 1.18575 0.21560 -1.40017
H -0.04991 -1.50254 -0.80971
H 1.42637 2.05580 1.01576
H -0.44719 0.52580 1.15252
H 0.18875 3.04723 -0.68032
H -2.46110 -1.49710 -1.24705
H 2.35852 -1.04777 1.91761
H -0.90062 2.02065 -1.60846
H -1.77944 -1.44573 1.59240
H -3.40674 -1.09538 0.07179
H -1.37376 0.51254 -0.37657
```